[1]
Here is a cluster of 8 separate species, C34H67IO16 in total in a non-equilibrium geometry from the Open Molecules 2025 dataset. Energies are from ωB97M-V/def2-TZVPD.

The SMILES is C=CCOC[C@@H](I)OC.CCOC(C)=O.CCOC(C)=O.CCOC(C)=O.CCOC(C)=O.CCOC(C)=O.CCOC(C)=O.CCOC(C)=O. The HOMO energy is -6.08 eV. Its energy is -77196.3973 eV.

Geometry (Å):
1 H 3.9607 1.5672 3.9785
2 C -6.4947 2.6067 4.2136
3 H 1.2018 4.3970 -4.0497
4 C -2.0988 -1.4998 -1.4216
5 C 0.2507 -0.8242 -0.3339
6 O -5.7104 0.4884 3.4834
7 C 2.2880 -0.8417 4.1881
8 H 3.1153 3.4611 -2.8256
9 H -2.4345 -4.8815 5.8397
10 H 1.8383 -1.1460 3.2383
11 H 3.8434 2.0934 -3.6904
12 H 3.6281 -0.6969 -7.3104
13 H 1.4647 2.3904 -4.4816
14 H -5.7594 3.3017 3.8056
15 H 2.2468 -0.6902 -9.3746
16 C 3.5300 -6.1322 5.8967
17 H -5.0865 0.9267 -2.2025
18 H 4.9834 2.5098 5.0299
19 H 2.3880 -5.9561 1.6692
20 C 2.6612 -1.2109 -7.3192
21 C 1.7434 0.5029 4.6309
22 C -3.1226 -4.0647 6.0818
23 C 1.7818 -0.5922 -8.3891
24 H 3.2625 1.9088 -2.0181
25 C 2.8451 -6.1022 2.6519
26 H 2.0739 -1.6075 4.9411
27 C 6.9583 4.8376 -5.5174
28 C -0.4647 -1.6201 -1.4101
29 H -3.2533 -0.3935 3.6919
30 O -2.8000 -2.5264 -2.2070
31 O -7.4690 1.3073 2.3693
32 I -5.3243 -1.9285 1.0522
33 C 3.9577 5.9318 -4.9662
34 H 0.7958 -1.0629 -8.4236
35 C 3.1758 -4.8114 5.2405
36 H -6.1911 2.3092 5.2212
37 C 0.6511 4.6564 -3.1488
38 H 0.5583 0.3042 -0.5239
39 H -7.4334 4.0248 2.0426
40 O 2.2785 0.8761 5.9156
41 O 4.5506 -4.6096 1.9454
42 O 2.0880 -1.0226 -6.0108
43 H 5.2032 7.6548 -4.9949
44 C 0.4493 -2.8257 -6.3313
45 O 0.8359 -1.6917 -4.2818
46 O 4.0458 -4.5429 4.1238
47 O 3.7743 1.9200 7.2108
48 H 2.0281 -6.0984 3.3693
49 O 4.5646 4.7309 -5.0770
50 H 7.1625 4.3652 -4.5507
51 H -6.0673 -3.0632 -1.3532
52 H -3.3437 -3.6917 -0.3844
53 H 3.7368 7.7692 -6.0008
54 C 1.6953 1.9617 -3.5014
55 H -9.0671 4.1125 1.3555
56 C 0.0577 3.4754 -2.4336
57 H 0.6586 0.4244 4.7585
58 H -4.1334 -4.1835 -2.0242
59 H 2.8744 -2.2679 -7.5066
60 C -5.1503 0.1190 -1.3245
61 C 4.4334 1.5673 4.9576
62 C -2.3503 -2.8307 6.5078
63 C 1.1537 -1.8257 -5.4583
64 H 5.3647 4.8468 -7.0142
65 H 2.9027 -6.3064 6.7760
66 O 0.6646 2.2744 -2.5443
67 O -0.8327 -1.2343 3.6906
68 H -3.0040 -1.9985 6.7870
69 C 3.4648 1.4926 6.1042
70 C -3.1642 -1.4021 4.1052
71 C -8.5938 2.1982 2.2380
72 C 5.5953 4.4182 -6.0340
73 O 2.9814 6.0701 -4.2376
74 H 7.0153 5.9176 -5.3582
75 H -4.1403 0.2614 -0.7212
76 H 1.3032 5.1983 -2.4623
77 H -3.7937 -4.3944 6.8806
78 H 5.5805 3.3305 -6.1605
79 H 3.3503 -7.0689 2.6748
80 C -1.7183 -1.6595 4.4240
81 H 1.6805 0.8741 -3.6279
82 H 2.1244 -4.7566 4.9417
83 H 7.7434 4.5498 -6.2230
84 C -3.7968 -3.2320 -1.3872
85 C -8.1985 3.4632 1.5002
86 H -7.4529 3.1089 4.3222
87 H -0.4871 -2.3926 -6.6859
88 H -3.8205 -1.4332 4.9714
89 C 4.5511 7.1129 -5.6814
90 O -5.2954 -1.1801 -1.9836
91 H -2.4706 -1.4389 -0.2899
92 H 1.0395 -3.1667 -7.1784
93 H 1.9116 1.2914 3.8909
94 H 0.2327 -3.7154 -5.7334
95 H 0.1835 -2.2404 -2.1756
96 H 3.4022 -6.9722 5.2089
97 C -6.5427 1.3785 3.3489
98 H -9.3462 1.6622 1.6499
99 H -9.0497 2.4019 3.2118
100 H -1.7570 -3.0699 7.3966
101 H 5.1018 6.8535 -6.5823
102 H -3.5003 -2.1272 3.3627
103 H 3.3360 -4.0011 5.9595
104 C -5.1688 -2.3237 -1.0850
105 H 3.3738 -0.8170 4.0644
106 H -2.3980 -0.4406 -1.8842
107 O -1.4136 -2.4333 5.4877
108 H -3.7184 -3.8787 5.1844
109 O -0.9186 3.6137 -1.7050
110 C 3.8573 -5.0135 2.8724
111 H 0.4352 -1.3188 0.7113
112 C 3.0583 2.3811 -2.9848
113 H -7.7744 3.2177 0.5208
114 H 4.5804 -6.1354 6.2065
115 H 1.6168 0.4702 -8.1809
116 H -6.1059 0.4576 -0.6947
117 H -0.1632 5.3128 -3.4681
118 H 5.1342 0.7343 5.0278

[2]
Here is a structure of composition C36H40B2F4N5O7PY in a non-equilibrium geometry from the Open Molecules 2025 dataset. Energies are from ωB97M-V/def2-TZVPD.

The HOMO energy (spin up / spin down) is -5.53 / -8.17 eV. Its energy is -82326.1234 eV. As for the spin multiplicity: 2. The energy above the lowest of the compared OMol25 structures with the same formula, charge and spin is 51.6 kcal/mol.

Geometry (Å):
1 C 4.0649 2.2606 -2.5603
2 C -2.2267 -5.4445 2.0884
3 O -2.4749 -1.0427 -0.4933
4 H 0.6033 4.5592 4.0917
5 H -5.2071 -3.9548 -5.2107
6 N -0.1495 3.4697 0.3036
7 H -4.5262 1.3825 0.4510
8 C 2.0898 -4.5661 -2.0592
9 C 1.1940 3.8459 2.1752
10 H -5.7971 -0.3594 -0.6993
11 H 4.0974 2.2253 -3.6446
12 C -0.6341 5.5688 1.4755
13 C 1.8915 -3.3877 -1.3447
14 F -0.8779 3.5620 -3.1054
15 B -0.2007 3.3204 -1.9548
16 H 0.0758 -1.2707 2.0101
17 Y 0.7390 1.2541 0.3482
18 C -4.5817 -3.6833 -4.3701
19 H -3.4487 -1.8575 1.4475
20 H -4.3076 1.3147 -2.0255
21 O 3.7893 1.6764 0.0606
22 O 3.0355 2.4889 2.2984
23 C 1.4800 4.5782 3.4422
24 C -3.6001 -2.7106 -4.5161
25 C -2.9869 -2.9676 -2.1961
26 H -3.4538 -2.2258 -5.4733
27 F 1.0859 3.8770 -1.9712
28 H 2.3212 4.1175 3.9529
29 F 2.5383 0.3035 1.5504
30 O -0.9426 3.8051 -0.7526
31 B 3.5775 1.3343 1.5062
32 H -1.8688 -6.4511 2.2650
33 H 3.9764 3.3024 -2.2446
34 H 1.2218 -6.2333 -3.0894
35 H 1.7195 5.6234 3.2409
36 C 2.2971 0.2258 -4.1094
37 H 4.9901 1.8691 -2.1393
38 C -3.9503 -3.9606 -2.0634
39 H -1.1336 -5.5466 -2.6342
40 C 1.8141 0.9998 -2.9136
41 C -1.8840 -4.7933 0.9114
42 H -1.2601 -5.2960 0.1857
43 N 2.8059 1.2206 -0.7709
44 C -0.3075 -4.9431 -2.2710
45 C 1.0216 -5.3307 -2.5259
46 H -2.7913 1.1486 0.7324
47 H -5.0390 -1.4870 -1.8212
48 O 0.3146 -0.8630 0.0969
49 C -0.3737 -1.0732 2.9755
50 H 2.7715 0.8870 -4.8352
51 H -2.0275 -1.6127 -3.5619
52 H -5.5047 -5.0781 -3.0285
53 H -3.3404 0.0573 -2.7971
54 H -1.3097 5.7515 0.6446
55 C -3.4787 -3.5266 2.7911
56 C -3.0307 -4.8175 3.0303
57 C -4.7482 -4.3121 -3.1458
58 H -4.1038 -3.0242 3.5199
59 H -0.2161 -3.0190 3.7930
60 C 0.5635 -3.0006 -1.1270
61 O -0.0011 1.7972 -1.7278
62 C -4.9526 -1.0381 -0.8332
63 C 0.0619 4.2663 1.2743
64 H -3.3078 -5.3334 3.9414
65 H -3.9676 0.0476 1.4637
66 H -4.0961 -4.4528 -1.1089
67 O -0.6750 1.0894 2.2017
68 C -1.4102 0.5630 4.2952
69 C -3.6571 -0.2417 -0.6784
70 H 2.7258 -2.7933 -0.9923
71 C -0.1251 -1.9029 -0.5357
72 N -0.8002 0.1881 3.1542
73 C -3.4478 0.6541 -1.8938
74 H -5.0299 -1.8263 -0.0826
75 C -3.1258 -2.8734 1.6193
76 N 0.5457 1.1098 -2.8398
77 C -1.6014 -0.3392 5.3144
78 H 0.0859 6.3852 1.5434
79 C 2.8992 1.5102 -2.0076
80 H 3.1006 -4.8959 -2.2687
81 C -0.5203 -3.7932 -1.5547
82 C -1.1674 -1.6497 5.1592
83 C -2.3334 -3.4968 0.6546
84 C -2.8028 -2.3615 -3.4379
85 H 1.4508 -0.2650 -4.5818
86 C -3.7395 0.6356 0.5704
87 H -2.5529 1.2629 -1.7721
88 H -1.7235 1.5946 4.3200
89 H -1.2043 5.5497 2.4062
90 N 1.9040 2.9029 1.6928
91 C -0.5521 -2.0083 3.9749
92 P -1.8171 -2.5641 -0.8397
93 F 4.7363 0.9406 2.0781
94 H -2.0926 -0.0090 6.2180
95 H -1.3164 -2.3763 5.9455
96 H 3.0273 -0.5248 -3.8023

[3]
Here is a structure of composition C7H5F9O4PSV in a non-equilibrium geometry from the Open Molecules 2025 dataset. Energies are from ωB97M-V/def2-TZVPD.

The total charge is +2. The HOMO energy is -16.02 eV. Its energy is -85765.8495 eV.

Geometry (Å):
1 H 0.8587 -0.8192 1.3570
2 O 2.9785 1.3694 -2.7566
3 H 3.0261 -1.1543 2.4670
4 F -1.8784 -2.3341 -1.4934
5 F -0.2244 -2.6814 -0.0201
6 V 5.3993 -0.5773 2.5704
7 H 1.2803 2.5178 -1.3852
8 C 1.5888 -0.0901 0.8845
9 O 4.1332 0.1196 1.2177
10 F -3.4054 0.1214 -1.5804
11 C 1.6904 -0.1890 -0.7017
12 C -1.9725 -1.1190 0.6109
13 F -3.0566 0.5879 1.8877
14 F -1.2010 1.2830 0.8471
15 H 1.3604 1.0146 1.1399
16 C -2.3247 0.4253 0.6779
17 S 0.0325 -0.5095 -1.4933
18 F -3.2181 -1.7955 0.5107
19 C 3.0179 -0.3939 1.5962
20 F -3.0247 2.2850 -0.7778
21 F -1.4942 -1.4839 1.9039
22 C -1.0624 -1.6565 -0.5616
23 O 0.4007 -1.2396 -2.7739
24 H 3.3240 2.0454 -0.4387
25 O -0.5642 0.7860 -1.9403
26 C -3.3483 0.9475 -0.4638
27 F -4.6450 1.0068 0.0762
28 P 2.3291 1.5336 -1.3604

[4]
Here is the molecule C25H25N3O4 in a non-equilibrium geometry from the Open Molecules 2025 dataset. Energies are from ωB97M-V/def2-TZVPD.

The SMILES is CCOc1ccc(NC(=O)COc2cccc3c2CCN(Cc2cccnc2)C3=O)cc1. The HOMO energy is -7.71 eV. Its energy is -38974.1240 eV. The energy above the lowest of the compared OMol25 structures with the same formula, charge and spin is 458.3 kcal/mol.

Geometry (Å):
1 H -8.5454 -0.4016 0.9218
2 H 4.7144 0.2691 2.0983
3 H -0.0006 2.3473 1.7337
4 C 6.0472 -1.0797 0.1227
5 C -6.4193 0.5817 -0.4587
6 H -4.1886 -0.3187 1.8312
7 H -9.1565 -2.5584 -0.3406
8 H -6.0394 1.9422 -2.0188
9 H 6.2651 2.6139 -2.6883
10 C -4.6720 0.0658 1.0719
11 C -3.8929 0.8836 0.4572
12 O 4.1816 -2.6636 -1.4594
13 H 7.8003 3.5906 -1.3244
14 C -4.3577 1.6979 -0.9328
15 H -3.7719 2.5433 -1.3628
16 C -0.1704 1.7131 0.7837
17 C 6.5660 1.9819 -1.7852
18 H -1.4003 -1.5067 0.4620
19 H 7.7553 0.4836 1.7286
20 C 2.8101 0.4110 1.2021
21 C 3.8362 -1.8218 -0.5136
22 H -0.4636 -3.3223 -0.9549
23 C 0.1692 -2.4283 -0.5900
24 C 7.3660 2.5679 -1.0607
25 C -5.7060 1.5020 -1.2561
26 C 2.2511 -1.7224 -0.3028
27 H -7.3574 -2.0728 -0.2065
28 H -9.4488 -0.0191 -0.7058
29 H 2.9721 1.0259 0.4413
30 C -0.4603 -1.5427 0.3186
31 C -5.9141 -0.2254 0.5155
32 C -1.4563 1.7036 0.0226
33 C -8.3407 -1.8384 -0.6309
34 N 7.8243 2.1744 0.1518
35 H 1.7225 -3.3794 -1.4393
36 H -8.3448 -1.9734 -1.6820
37 C 6.0652 0.5511 -1.4843
38 O -7.6009 0.6116 -0.8975
39 O -0.1198 0.4461 1.6941
40 H 3.9240 -1.2707 2.4797
41 N 4.5728 -1.0288 0.1159
42 O -1.5380 2.6889 -0.8010
43 H 2.3545 0.6429 2.0569
44 C -8.4929 -0.4104 -0.2739
45 N -2.5773 1.2608 0.5954
46 C 1.7019 -0.5657 0.7161
47 C 4.0096 -0.4340 1.6852
48 H 6.3868 -1.4423 1.1708
49 C 6.4392 0.0731 -0.1560
50 H -6.5107 -0.6765 1.2142
51 H 0.6964 1.9977 0.1162
52 C 7.4182 0.8168 0.5946
53 C 0.4836 -0.7103 0.8261
54 H -2.3303 0.6932 1.5633
55 H 6.1706 -1.9329 -0.6193
56 H 5.3809 0.0632 -2.1009
57 C 1.3919 -2.5978 -0.6446